{"formula": "C7H10N2OS", "method": "wB97M-V/def2-TZVPD", "elements": ["C", "C", "C", "C", "C", "C", "C", "N", "N", "O", "S", "H", "H", "H", "H", "H", "H", "H", "H", "H", "H"], "coordinates": [[-1.3285, 2.2551, -1.5978], [1.4689, 0.8611, -0.2835], [1.7738, -0.4649, 0.4736], [0.8596, -1.6930, 0.2504], [-0.4351, -1.3558, -0.5105], [-1.0112, 0.0152, -0.2190], [-1.2676, 0.0695, 1.3549], [-0.1872, 2.3058, -1.0521], [0.2057, 1.2026, -0.4721], [2.3927, 1.5426, -0.5693], [-2.2035, 0.7509, -1.2886], [-1.8456, 2.9668, -2.2753], [2.7562, -0.8001, 0.2335], [2.0379, -0.2778, 1.4839], [1.4256, -2.4480, -0.2597], [0.7351, -1.9917, 1.3005], [-0.1097, -1.3271, -1.4895], [-1.1435, -2.1522, -0.4756], [-2.3008, -0.3074, 1.6335], [-1.3236, 1.1567, 1.7047], [-0.4993, -0.3085, 2.0581]], "atomic_forces_ev_per_a": [[-0.2857, -0.5227, 0.3141], [1.5101, -2.2089, 1.8073], [-0.5161, -0.1813, -1.7149], [-0.3165, 1.3384, 2.0291], [0.8821, 0.4336, 0.4753], [2.9619, 1.7379, 2.9497], [-1.7545, 2.3695, 0.3907], [-0.0797, 1.9676, -1.9447], [-3.7095, -3.6185, 1.3343], [2.0932, 1.9249, -0.9363], [-1.4260, -0.7351, -0.4779], [0.8337, -0.1919, 0.9408], [0.9025, 0.2420, -1.2753], [-0.9257, 0.6776, 1.3945], [-0.0289, -0.4539, -0.3463], [-0.7070, -0.7481, -0.5213], [0.4365, 0.0224, -2.5217], [-0.8069, -0.4151, 0.4050], [1.2755, -0.0541, -0.4522], [-0.0394, -1.1369, -0.8174], [-0.2995, -0.4476, -1.0328]], "charge": 0, "fmax_ev_per_a": 5.4, "homo_lumo_gap_ha": 0.3386, "e_above_lowest_kcal_mol": 50.9}